{"formula": "C55H43FGeIrO2P3", "method": "ωB97M-V/def2-TZVPD", "multiplicity": 5, "e_lumo_ev": [-4.91, -7.28], "homo_lumo_gap_ev": [7.7, 6.6], "total_charge": 2, "species": ["Ir", "Ge", "P", "P", "P", "F", "O", "O", "C", "C", "C", "C", "C", "C", "C", "C", "C", "C", "C", "C", "C", "C", "C", "C", "C", "C", "C", "C", "C", "C", "C", "C", "C", "C", "C", "C", "C", "C", "C", "C", "C", "C", "C", "C", "C", "C", "C", "C", "C", "C", "C", "C", "C", "C", "C", "C", "C", "C", "C", "C", "C", "C", "C", "H", "H", "H", "H", "H", "H", "H", "H", "H", "H", "H", "H", "H", "H", "H", "H", "H", "H", "H", "H", "H", "H", "H", "H", "H", "H", "H", "H", "H", "H", "H", "H", "H", "H", "H", "H", "H", "H", "H", "H", "H", "H", "H"], "positions_angstrom": [[-0.043, 0.758, -0.005], [0.114, 3.393, -1.365], [-2.309, 0.986, -0.824], [0.747, 1.954, 1.807], [1.559, -0.428, -2.546], [0.736, 4.773, -2.258], [0.008, -1.246, -0.384], [2.731, -1.527, -2.581], [-1.797, 4.154, -3.330], [3.753, 0.964, -1.991], [0.188, 1.270, 3.382], [1.815, 2.323, -1.450], [4.518, 3.342, 2.549], [0.616, -1.217, -6.382], [-3.382, 1.028, 0.622], [0.048, 3.616, 1.666], [4.621, 1.963, -1.583], [-0.731, 5.639, 2.725], [2.213, -4.470, -0.451], [-4.113, 3.490, -3.439], [-2.815, -0.380, -1.912], [2.109, -3.587, -1.516], [-4.978, 2.136, 2.039], [2.357, 1.090, -1.910], [-0.694, 5.477, 0.326], [-2.620, 2.412, -1.887], [2.730, 3.282, -0.984], [3.760, -2.988, 0.640], [-1.563, 3.222, -2.320], [1.080, 0.641, 4.250], [0.622, 0.121, 5.451], [-3.460, -1.527, -1.460], [-1.607, 0.866, 4.934], [3.033, -4.172, 0.629], [0.173, 0.020, -6.834], [3.140, 3.289, 2.405], [3.662, -2.096, -0.421], [-3.347, -0.051, 1.510], [-4.183, 2.134, 0.901], [4.105, 3.126, -1.047], [1.073, -1.357, -5.081], [0.650, 1.003, -4.698], [5.297, 2.233, 2.241], [-0.966, 6.202, 1.478], [3.323, 1.009, 1.631], [-4.163, -0.052, 2.629], [-2.476, -0.267, -3.264], [0.196, -1.113, -1.682], [2.540, 2.119, 1.946], [-4.983, 1.039, 2.890], [-0.227, 4.351, 2.819], [-3.889, 2.546, -2.448], [-1.162, 1.377, 3.725], [0.190, 1.129, -5.997], [1.085, -0.243, -4.240], [4.700, 1.066, 1.782], [2.831, -2.413, -1.477], [-0.716, 0.237, 5.795], [-2.762, -1.297, -4.145], [-3.393, -2.447, -3.686], [-0.186, 4.180, 0.400], [-3.748, -2.556, -2.350], [-3.064, 4.277, -3.891], [-0.998, 4.797, -3.667], [-1.067, -0.157, 6.740], [-0.871, 5.936, -0.640], [-5.607, 2.991, 2.252], [0.616, -2.070, -7.047], [4.986, 4.249, 2.910], [-4.195, 2.985, 0.232], [1.434, -2.314, -4.727], [-3.624, -3.251, -4.373], [1.655, -5.397, -0.470], [-4.150, -0.899, 3.303], [3.117, -4.866, 1.454], [-1.357, 7.208, 1.398], [4.418, -2.762, 1.470], [4.237, -1.180, -0.435], [6.372, 2.277, 2.364], [4.749, 3.920, -0.694], [-0.140, 2.093, -6.362], [1.482, -3.810, -2.371], [-0.175, 0.123, -7.854], [5.688, 1.815, -1.683], [-0.514, -1.557, -2.379], [-2.674, -0.885, 1.337], [-2.497, -1.196, -5.190], [-0.936, 6.201, 3.626], [1.316, -0.361, 6.127], [-4.695, 1.895, -2.128], [0.687, 1.869, -4.048], [-1.992, 0.630, -3.635], [-4.261, -3.439, -1.994], [2.538, 4.156, 2.649], [-3.232, 5.002, -4.678], [-1.856, 1.877, 3.059], [-3.763, -1.624, -0.428], [4.185, 0.064, -2.398], [2.368, 4.227, -0.597], [2.129, 0.570, 3.999], [-5.622, 1.037, 3.764], [-5.101, 3.597, -3.866], [-2.649, 0.966, 5.208], [-0.047, 3.912, 3.792], [5.309, 0.201, 1.549], [2.851, 0.098, 1.273]]}



{"formula": "C55H44AgNP4S2Te", "method": "ωB97M-V/def2-TZVPD", "e_lumo_ev": 3.85, "homo_lumo_gap_ev": 5.4, "total_charge": -2, "relative_energy_kcal_mol": 13.1, "species": ["Te", "Ag", "S", "S", "P", "P", "P", "P", "N", "C", "C", "C", "C", "C", "C", "C", "C", "C", "C", "C", "C", "C", "C", "C", "C", "C", "C", "C", "C", "C", "C", "C", "C", "C", "C", "C", "C", "C", "C", "C", "C", "C", "C", "C", "C", "C", "C", "C", "C", "C", "C", "C", "C", "C", "C", "C", "C", "C", "C", "C", "C", "C", "C", "C", "H", "H", "H", "H", "H", "H", "H", "H", "H", "H", "H", "H", "H", "H", "H", "H", "H", "H", "H", "H", "H", "H", "H", "H", "H", "H", "H", "H", "H", "H", "H", "H", "H", "H", "H", "H", "H", "H", "H", "H", "H", "H", "H", "H"], "positions_angstrom": [[3.750, -2.649, 1.812], [-0.043, -0.122, -0.409], [0.900, 3.100, 0.924], [-2.750, -1.616, 0.083], [0.883, -2.396, 0.241], [-2.847, 0.337, 0.266], [2.514, -0.247, -0.133], [-0.972, 2.776, 0.468], [6.160, -5.671, -1.262], [-2.046, 6.169, 2.496], [1.487, -5.990, -1.493], [0.707, -1.159, 2.749], [6.061, 1.254, 1.050], [-4.709, 1.974, -1.141], [5.351, -5.184, 0.935], [-2.854, 4.930, -2.491], [-3.454, 0.416, 2.905], [-0.541, 4.772, -3.097], [-6.207, 0.352, 2.698], [5.981, -5.994, 0.011], [2.219, -1.368, -2.760], [1.176, 1.012, -3.757], [-4.934, 1.874, -3.529], [4.264, 0.259, -0.213], [-5.607, 0.364, 3.946], [-2.607, 4.178, -1.360], [1.382, -5.058, 1.120], [-0.923, -1.717, 4.418], [4.840, -3.957, 0.519], [6.873, 1.210, -0.073], [0.255, -2.205, 1.946], [2.631, -2.026, 0.088], [-0.300, 4.004, -1.975], [-1.386, 5.236, 1.720], [5.020, -3.620, -0.819], [1.059, -4.204, 0.070], [-1.371, 1.110, 0.700], [-1.390, -2.746, 3.616], [1.302, -0.095, -4.583], [-0.813, -2.986, 2.385], [-1.331, 3.688, -1.100], [1.832, -6.829, -0.444], [1.567, 0.925, -2.430], [-5.437, 0.378, 1.548], [6.382, 0.693, -1.261], [-1.823, 5.226, -3.366], [2.093, -0.265, -1.917], [-5.294, 2.424, -2.310], [5.681, -4.497, -1.654], [-4.008, 0.842, -3.575], [-3.168, 3.679, 2.074], [1.769, -6.361, 0.858], [1.828, -1.277, -4.084], [-4.053, 0.452, 1.646], [-3.833, 4.614, 2.848], [-3.268, 5.857, 3.074], [-4.223, 0.370, 4.048], [-3.434, 0.383, -2.408], [0.122, -0.920, 3.980], [-1.936, 3.974, 1.512], [-3.776, 0.944, -1.181], [4.764, 0.790, 0.974], [1.106, -4.687, -1.235], [5.084, 0.217, -1.336], [-1.388, -1.525, 5.377], [-6.027, 3.221, -2.273], [0.278, 5.050, -3.751], [-3.776, 6.583, 3.697], [4.705, -0.181, -2.268], [5.844, -4.257, -2.699], [1.931, -2.137, -4.734], [-1.197, -3.764, 1.739], [2.627, -2.290, -2.367], [2.037, -7.015, 1.678], [6.441, 1.668, 1.974], [4.624, -2.686, -1.192], [-5.912, 0.331, 0.577], [1.325, -4.699, 2.140], [1.523, -0.526, 2.409], [-3.745, 0.333, 5.019], [-2.718, -0.431, -2.427], [-2.369, 0.436, 2.954], [-6.219, 0.349, 4.840], [0.843, -4.015, -2.044], [-1.610, 7.150, 2.651], [1.526, -6.358, -2.511], [-3.609, 2.709, 1.896], [0.772, 1.940, -4.143], [6.365, -6.969, 0.292], [-4.801, 4.364, 3.270], [-5.371, 2.258, -4.443], [-3.851, 5.309, -2.672], [-2.226, -3.352, 3.943], [0.987, -0.043, -5.618], [0.711, 3.704, -1.732], [-2.012, 5.843, -4.235], [7.884, 1.598, -0.028], [-3.735, 0.399, -4.525], [-7.287, 0.310, 2.618], [-3.400, 4.002, -0.651], [0.468, -0.095, 4.589], [7.021, 0.667, -2.136], [2.144, -7.849, -0.642], [-4.965, 2.428, -0.192], [4.100, 0.853, 1.827], [-0.430, 5.472, 1.271], [1.542, 1.788, -1.772], [5.238, -5.508, 1.960]]}